(1)
Here is 11 unconnected molecules or ions with the total composition C5H32N2O11 from the Open Molecules 2025 dataset. Energies are from wB97M-V/def2-TZVPD.

## Properties
gap between HOMO and LUMO	0.29418	Eh
electronic energy	-1146.664008	a.u.
maximum force	7.97	eV/Å
ΔE to the lowest compared entry with this formula, charge and spin	7.6580	eV
E_LUMO	-0.0062	hartree

Geometry (Å):
C (1.580, 2.961, 1.920)
N (0.748, 1.860, 1.195)
C (0.244, 0.969, 2.122)
C (-0.905, 2.020, 2.685)
O (-0.913, 2.340, 3.857)
C (1.392, 1.423, -0.061)
C (0.246, 1.012, -1.069)
N (0.518, -0.299, -1.685)
H (0.885, 3.454, 2.624)
H (2.335, 2.486, 2.521)
H (1.837, 3.686, 1.187)
H (0.930, 0.555, 2.815)
H (-0.140, 0.007, 1.719)
H (-1.584, 2.366, 1.835)
H (2.065, 2.314, -0.414)
H (2.159, 0.712, 0.015)
H (-0.784, 1.002, -0.570)
H (0.068, 1.807, -1.812)
H (1.227, -0.252, -2.374)
H (0.761, -0.950, -0.949)
O (-2.264, -3.012, -1.499)
H (-1.743, -3.178, -2.276)
H (-2.920, -2.269, -1.642)
O (0.900, -2.218, 3.296)
H (1.106, -3.170, 3.189)
H (-0.018, -2.170, 3.066)
O (2.165, -0.883, -4.407)
H (1.488, -0.813, -5.213)
H (2.315, -1.784, -4.369)
O (4.142, -1.326, -1.435)
H (3.618, -0.520, -1.904)
H (3.903, -1.427, -0.591)
O (-2.210, 0.089, 1.017)
H (-2.743, 0.705, 0.492)
H (-3.033, -0.313, 1.439)
O (-2.307, -1.254, -4.026)
H (-2.006, -1.536, -3.096)
H (-1.759, -0.418, -4.091)
O (-0.029, -1.948, 0.505)
H (-0.946, -1.756, 0.617)
H (0.179, -2.981, 0.416)
O (-3.150, 2.474, 0.194)
H (-3.097, 2.677, -0.666)
H (-2.739, 3.269, 0.570)
O (-3.947, -0.616, -1.280)
H (-3.755, 0.098, -0.630)
H (-4.402, -0.009, -1.961)
O (3.507, -1.557, 2.507)
H (2.974, -1.338, 3.375)
H (4.102, -2.288, 2.842)

Here are the Mulliken charges for atoms 1 to 5, given in e: C -1.093; N 0.105; C 0.268; C 0.557; O -0.536

(2)
Here is 11 unconnected molecules or ions with the total composition C5H32N2O11 from the Open Molecules 2025 dataset. Energies are from wB97M-V/def2-TZVPD.

## Properties
gap between HOMO and LUMO	0.33486	Eh
electronic energy	-1146.809638	a.u.
maximum force	4.32	eV/Å
ΔE to the lowest compared entry with this formula, charge and spin	3.6952	eV
E_LUMO	-0.0027	hartree

Geometry (Å):
C (-0.442, -0.641, -0.332)
C (-1.414, 0.396, 0.261)
C (-2.210, 1.036, -0.865)
C (-0.580, 1.341, 1.147)
N (-1.348, 1.944, 2.224)
C (0.260, 2.422, 0.415)
N (1.200, 3.060, 1.134)
O (0.240, 2.498, -0.807)
H (-0.970, -1.351, -0.981)
H (0.072, -1.297, 0.353)
H (0.285, -0.129, -0.964)
H (-2.121, -0.105, 0.948)
H (-1.750, 1.047, -1.827)
H (-3.239, 0.692, -0.790)
H (-2.392, 2.112, -0.665)
H (0.261, 0.759, 1.567)
H (-2.099, 2.502, 1.837)
H (-1.693, 1.215, 2.834)
H (1.324, 2.939, 2.130)
H (1.752, 3.727, 0.629)
O (0.965, -2.439, 2.494)
H (0.450, -3.220, 2.244)
H (1.206, -2.131, 1.610)
O (0.806, 2.286, 3.196)
H (0.115, 2.620, 2.617)
H (0.351, 1.439, 3.406)
O (-0.269, -3.892, -1.630)
H (-0.945, -3.327, -2.086)
H (0.530, -3.338, -1.782)
O (2.412, -1.280, -0.096)
H (2.865, -1.669, -0.867)
H (3.165, -0.846, 0.349)
O (-0.515, -0.154, 3.298)
H (-0.625, -0.313, 4.246)
H (0.002, -0.956, 3.029)
O (2.468, 1.978, -2.370)
H (2.596, 2.420, -3.219)
H (1.562, 2.159, -2.095)
O (3.964, 0.859, -0.240)
H (3.352, 1.198, -0.893)
H (4.883, 0.928, -0.526)
O (-1.610, -0.174, -3.722)
H (-0.718, -0.484, -3.513)
H (-1.602, 0.607, -4.298)
O (-1.095, -3.428, 0.918)
H (-0.832, -3.518, -0.036)
H (-1.667, -2.664, 1.014)
O (-2.419, -2.560, -2.805)
H (-1.811, -2.620, -3.555)
H (-2.723, -1.647, -2.935)

Here are the Mulliken charges for atoms 1 to 5, given in e: C 0.230; C 0.845; C -1.730; C -0.773; N -0.565

(3)
Here is 10 unconnected molecules or ions with the total composition C5H32N2O9 from the Open Molecules 2025 dataset. Energies are from wB97M-V/def2-TZVPD.

## Properties
total charge	+2
gap between HOMO and LUMO	0.41059	Eh
electronic energy	-995.843308	a.u.
maximum force	3.08	eV/Å
ΔE to the lowest compared entry with this formula, charge and spin	0.4183	eV
E_LUMO	-0.1838	hartree

Geometry (Å):
C (-2.189, 1.996, -3.010)
C (-1.340, 1.483, -1.859)
C (-2.118, 0.515, -0.878)
C (-1.136, 0.183, 0.235)
C (-1.392, -0.699, 1.191)
N (-0.577, -0.915, 2.401)
N (-0.056, 0.767, -2.357)
H (-1.684, 2.265, -3.928)
H (-2.756, 1.177, -3.455)
H (-2.839, 2.826, -2.734)
H (-0.908, 2.352, -1.369)
H (-2.609, -0.355, -1.364)
H (-3.058, 1.000, -0.601)
H (-0.317, 0.929, 0.279)
H (-2.190, -1.487, 1.139)
H (-0.544, -0.156, 3.066)
H (0.305, -1.365, 2.130)
H (-1.169, -1.650, 2.878)
H (0.029, -0.232, -2.206)
H (0.846, 1.107, -2.046)
H (0.023, 0.959, -3.391)
H (-0.321, -2.096, -0.671)
H (-0.732, -2.808, -1.991)
O (-0.385, -1.987, -1.638)
H (0.731, 2.977, 0.996)
H (1.966, 3.582, 0.210)
O (1.165, 3.046, 0.124)
H (0.093, -3.419, 1.277)
H (-1.186, -4.108, 0.786)
O (-0.878, -3.427, 1.378)
H (1.845, 1.011, -4.724)
H (2.975, 0.716, -3.713)
O (2.113, 1.115, -3.800)
H (-0.361, 3.364, 2.630)
H (0.790, 2.436, 3.193)
O (0.149, 2.574, 2.480)
H (0.198, 0.765, 5.464)
H (-1.245, 1.088, 5.163)
O (-0.412, 0.880, 4.713)
H (1.885, -2.510, 0.702)
H (2.254, -1.005, 0.215)
O (1.840, -1.571, 0.876)
H (2.145, 1.515, -0.426)
H (3.091, 0.504, -1.209)
O (2.258, 0.606, -0.740)
H (2.066, -5.247, 1.089)
H (1.948, -4.328, 2.211)
O (1.689, -4.373, 1.286)

Here are the Mulliken charges for atoms 1 to 5, given in e: C -1.572; C 0.324; C -0.879; C -0.046; C -0.255

(4)
Here is 12 unconnected molecules or ions with the total composition C5H32N3O11 from the Open Molecules 2025 dataset. Energies are from wB97M-V/def2-TZVPD.

## Properties
total charge	+1
gap between HOMO and LUMO	0.34304	Eh
electronic energy	-1201.338110	a.u.
maximum force	8.33	eV/Å
ΔE to the lowest compared entry with this formula, charge and spin	2.3146	eV
E_LUMO	-0.0845	hartree

Geometry (Å):
C (0.908, -0.071, -1.027)
C (-0.116, 1.078, -0.759)
C (-0.449, 0.956, 0.664)
C (0.016, 1.816, 1.742)
N (-0.572, 1.425, 2.949)
C (-1.397, 0.341, 2.601)
N (-1.318, 0.019, 1.301)
N (0.875, -0.418, -2.545)
H (2.012, 0.099, -0.760)
H (0.679, -0.981, -0.372)
H (0.380, 1.999, -1.050)
H (-1.002, 0.943, -1.619)
H (0.810, 2.584, 1.485)
H (-0.475, 1.829, 3.858)
H (-1.783, -0.260, 3.398)
H (-1.672, -0.757, 0.857)
H (-0.055, -0.546, -2.943)
H (1.311, -1.192, -2.633)
H (-3.993, 2.029, -2.478)
H (-3.168, 1.928, -1.058)
O (-3.203, 1.703, -2.023)
H (3.374, -0.003, 2.412)
H (3.362, -0.663, 0.911)
O (2.949, -0.090, 1.559)
H (4.321, -2.429, 0.163)
H (3.035, -2.400, -0.783)
O (3.528, -2.046, 0.092)
H (-3.213, 3.176, 0.968)
H (-1.815, 3.218, 0.402)
O (-2.561, 2.660, 0.397)
H (0.517, -3.691, 1.034)
H (-0.372, -3.033, -0.175)
O (0.239, -3.674, 0.061)
H (0.024, 4.679, 0.133)
H (-1.280, 4.451, -1.004)
O (-0.872, 4.514, -0.104)
H (1.619, -2.530, 2.424)
H (1.181, -1.232, 1.842)
O (0.921, -1.933, 2.359)
H (-3.516, -1.343, -2.968)
H (-3.358, 0.014, -2.113)
O (-3.359, -1.014, -2.120)
H (-2.642, -3.067, 0.084)
H (-2.334, -2.041, -0.977)
O (-2.116, -2.281, -0.051)
H (2.990, 2.301, -0.437)
H (2.836, 1.835, 1.063)
O (2.596, 2.495, 0.351)
H (2.548, -3.920, -2.176)
H (1.519, -3.385, -1.146)
O (2.092, -3.093, -1.787)

Here are the Mulliken charges for atoms 1 to 5, given in e: C 0.819; C -0.062; C -0.126; C -0.315; N -0.023

(5)
Here is 9 unconnected molecules or ions with the total composition C5H32N3O8 from the Open Molecules 2025 dataset. Energies are from wB97M-V/def2-TZVPD.

## Properties
total charge	+1
gap between HOMO and LUMO	0.34993	Eh
electronic energy	-975.527190	a.u.
maximum force	8.24	eV/Å
ΔE to the lowest compared entry with this formula, charge and spin	3.7259	eV
E_LUMO	-0.0892	hartree

Geometry (Å):
N (0.023, 1.423, -1.978)
C (-1.292, 2.014, -2.259)
C (-2.518, 1.265, -1.701)
N (-2.340, -0.204, -1.841)
C (-2.907, -0.942, -0.671)
C (-4.390, -1.052, -0.898)
C (-2.355, -2.450, -0.793)
N (-1.002, -2.773, -0.188)
H (0.084, 1.168, -0.867)
H (0.782, 2.003, -2.393)
H (0.132, 0.370, -2.332)
H (-1.565, 2.061, -3.315)
H (-1.318, 3.017, -1.627)
H (-3.415, 1.617, -2.324)
H (-2.675, 1.418, -0.574)
H (-2.657, -0.447, -2.732)
H (-2.775, -0.516, 0.289)
H (-4.804, -1.730, -0.154)
H (-4.961, -0.086, -0.893)
H (-4.424, -1.594, -1.958)
H (-3.152, -3.054, -0.225)
H (-2.549, -2.890, -1.791)
H (-0.623, -3.566, -0.524)
H (-0.229, -1.968, -0.416)
H (1.476, -0.474, -0.025)
H (1.654, 0.819, 0.859)
O (1.699, 0.421, -0.179)
H (-0.972, -1.868, 2.082)
H (-0.261, -1.326, 3.247)
O (-0.419, -1.171, 2.321)
H (2.185, 4.032, 2.875)
H (2.334, 3.220, 4.104)
O (2.286, 3.169, 3.234)
H (2.455, 1.577, 2.900)
H (1.463, 0.413, 2.990)
O (1.806, 0.945, 2.417)
H (4.807, 0.020, 1.646)
H (4.550, -1.105, 2.662)
O (4.393, -0.161, 2.492)
H (0.403, 1.767, 1.955)
H (-1.006, 2.297, 2.212)
O (-0.370, 2.266, 1.506)
H (2.330, -2.647, 0.505)
H (3.648, -2.238, 0.873)
O (3.197, -2.997, 0.627)
H (2.081, -0.517, -3.855)
H (0.894, -0.551, -4.915)
O (1.171, -0.141, -3.955)

Here are the Mulliken charges for atoms 1 to 5, given in e: N -0.064; C -0.762; C -0.611; N -0.207; C 0.169

What is the E_LUMO in the third record? -0.1838 hartree

Which of these has the highest gap between HOMO and LUMO? C5H32N2O9

Which of these has the lowest electronic energy? C5H32N3O11